Formula: C2H6BrO2P
Source: OMol25
Level of theory: the ωB97M-V functional and the def2-TZVPD basis

Computed properties:
ΔE to the lowest compared entry with this formula, charge and spin ... 142.7 kJ/mol
SMILES ... O=POCBr.C
Orbital gap ... 0.36909 Ha

Cartesian coordinates (Å):
O1 -2.201 -3.221 -0.244
P1 -1.605 -1.920 0.011
O2 -2.312 -0.838 -0.971
C1 -2.086 0.491 -1.062
Br1 -1.438 1.306 0.552
H1 -3.081 1.078 -1.288
H2 -1.380 0.541 -1.944
C2 2.803 0.509 1.012
H3 2.235 0.830 0.138
H4 3.234 -0.437 0.835
H5 3.655 1.199 1.007
H6 2.178 0.464 1.955

---

Formula: C24H38N4O4PReS
Source: OMol25
Level of theory: the ωB97M-V functional and the def2-TZVPD basis

Computed properties:
<S²> ... 0.76
ΔE to the lowest compared entry with this formula, charge and spin ... 112.2 kJ/mol
Orbital gap (spin up / spin down) ... 0.27683 / 0.28162 Ha
Spin multiplicity ... 2
Net charge ... +1

Cartesian coordinates (Å):
Re1 0.669 0.733 -0.693
C1 -2.222 5.702 -5.833
C2 -2.005 5.001 -4.520
C3 -0.719 4.714 -4.066
C4 -0.514 4.070 -2.859
C5 -1.620 3.711 -2.098
C6 -2.917 3.999 -2.518
C7 -3.096 4.642 -3.727
S1 -1.391 2.838 -0.616
O1 -0.040 3.083 -0.114
O2 -2.515 3.021 0.244
N1 -1.208 1.256 -1.041
C8 -2.228 0.322 -1.390
C9 -3.583 0.626 -1.361
C10 -4.475 -0.365 -1.729
C11 -3.998 -1.606 -2.117
C12 -2.628 -1.804 -2.111
N2 -1.755 -0.863 -1.754
H1 -1.322 5.687 -6.444
H2 -2.501 6.744 -5.665
H3 -3.031 5.232 -6.392
H4 0.134 5.000 -4.669
H5 0.485 3.853 -2.506
H6 -3.759 3.739 -1.891
H7 -4.098 4.876 -4.065
H8 -3.917 1.597 -1.025
H9 -5.539 -0.169 -1.704
H10 -4.668 -2.402 -2.411
H11 -2.202 -2.757 -2.404
O3 1.398 1.054 -4.609
N3 1.287 0.333 -3.720
O4 1.172 1.100 -2.495
C13 -1.368 -1.479 1.770
C14 -0.171 -1.615 2.724
C15 -0.201 -2.979 3.429
C16 -0.332 -0.506 3.775
P1 1.447 -1.363 1.806
N4 1.175 -0.137 0.737
C17 1.920 -2.836 0.734
C18 2.511 -3.971 1.577
C19 0.652 -3.317 0.005
C20 2.921 -2.425 -0.360
C21 2.825 -0.762 2.898
C22 4.118 -0.769 2.065
C23 3.005 -1.654 4.131
C24 2.566 0.701 3.320
H12 -2.274 -1.511 2.379
H13 -1.433 -2.274 1.033
H14 -1.361 -0.526 1.247
H15 -1.093 -3.015 4.058
H16 0.663 -3.130 4.078
H17 -0.263 -3.811 2.732
H18 -1.334 -0.598 4.197
H19 -0.253 0.487 3.332
H20 0.374 -0.597 4.596
H21 1.863 -4.265 2.401
H22 3.490 -3.712 1.980
H23 2.644 -4.845 0.936
H24 -0.078 -3.763 0.675
H25 0.954 -4.089 -0.705
H26 0.178 -2.511 -0.561
H27 3.937 -2.325 0.006
H28 2.635 -1.501 -0.857
H29 2.920 -3.209 -1.119
H30 4.488 -1.778 1.892
H31 4.883 -0.235 2.629
H32 3.993 -0.258 1.111
H33 3.178 -2.698 3.872
H34 2.155 -1.602 4.809
H35 3.882 -1.303 4.680
H36 2.185 1.308 2.499
H37 3.520 1.129 3.632
H38 1.886 0.780 4.162

---

Formula: C11H19ClO11PS
Source: OMol25
Level of theory: the ωB97M-V functional and the def2-TZVPD basis

Computed properties:
Orbital gap ... 0.29781 Ha
Net charge ... -1

Cartesian coordinates (Å):
O1 0.695 3.482 1.264
C1 1.631 2.870 1.781
O2 2.644 2.329 1.270
C2 1.503 2.564 3.318
P1 1.322 0.712 3.266
O3 -0.118 0.769 2.509
Cl1 0.649 0.294 5.201
C3 0.371 3.302 4.052
O4 1.012 4.158 5.059
S1 2.456 4.469 4.479
O5 3.386 4.809 5.494
O6 2.303 5.366 3.385
O7 2.712 2.997 4.009
H1 0.019 0.992 1.572
H2 -0.250 2.644 4.648
H3 -0.220 3.931 3.401
O8 0.165 -1.001 -0.722
C4 0.646 -0.141 -1.419
O9 0.414 1.134 -1.117
C5 1.081 2.235 -1.755
C6 0.371 2.656 -3.025
C7 1.432 -0.491 -2.662
H4 2.132 2.000 -1.921
H5 1.055 3.034 -1.016
H6 0.368 1.863 -3.777
H7 0.857 3.533 -3.453
H8 -0.668 2.904 -2.809
H9 0.736 -0.622 -3.489
H10 1.941 -1.435 -2.486
H11 2.181 0.249 -2.931
O10 -0.216 -4.018 -3.322
C8 -1.022 -4.278 -2.473
O11 -2.249 -4.699 -2.866
C9 -3.217 -5.209 -1.952
C10 -4.044 -4.106 -1.324
C11 -0.747 -4.078 -1.004
H12 -2.742 -5.841 -1.200
H13 -3.855 -5.857 -2.551
H14 -3.430 -3.433 -0.727
H15 -4.817 -4.529 -0.681
H16 -4.524 -3.510 -2.100
H17 -0.974 -3.045 -0.742
H18 0.311 -4.248 -0.830
H19 -1.300 -4.753 -0.354

---

Formula: C3H4ClN3
Source: OMol25
Level of theory: the ωB97M-V functional and the def2-TZVPD basis

Computed properties:
ΔE to the lowest compared entry with this formula, charge and spin ... 32.2 kJ/mol
SMILES ... [H]/N=c1\[nH]cc(Cl)[nH]1
Orbital gap ... 0.31165 Ha

Cartesian coordinates (Å):
H1 3.463 -0.244 -0.110
N1 2.688 -0.875 -0.016
C1 1.573 -0.260 0.012
N2 1.286 1.098 -0.071
C2 -0.083 1.303 0.016
C3 -0.693 0.123 0.125
Cl1 -2.342 -0.269 -0.032
N3 0.297 -0.853 0.027
H2 2.006 1.782 0.179
H3 -0.501 2.285 -0.030
H4 0.173 -1.846 0.009

---

Formula: C23H25N4O5
Source: OMol25
Level of theory: the ωB97M-V functional and the def2-TZVPD basis

Computed properties:
Orbital gap ... 0.21135 Ha
Net charge ... -1

Cartesian coordinates (Å):
C1 -5.093 -3.043 -0.425
C2 -4.148 -2.404 0.389
C3 -3.026 -3.109 0.829
C4 -2.808 -4.423 0.409
C5 -1.475 -5.062 0.717
C6 -0.377 -4.389 -0.120
C7 1.017 -4.992 0.018
O1 1.911 -3.893 -0.135
C8 1.160 -2.722 -0.144
O2 1.737 -1.659 -0.353
N1 -0.164 -2.982 0.118
C9 -3.766 -5.074 -0.379
C10 -4.906 -4.379 -0.797
H1 -5.976 -2.498 -0.764
H2 -4.267 -1.361 0.688
H3 -2.276 -2.635 1.460
H4 -1.202 -4.945 1.776
H5 -1.496 -6.130 0.464
H6 -0.665 -4.581 -1.188
H7 1.139 -5.441 1.012
H8 1.220 -5.738 -0.759
H9 -3.593 -6.113 -0.674
H10 -5.645 -4.884 -1.421
C11 -0.077 -0.219 5.578
C12 0.551 0.346 4.329
O3 -0.130 -0.205 3.183
C13 0.291 0.407 2.026
C14 -0.301 -0.173 0.829
C15 -0.308 0.590 -0.319
C16 -1.171 0.242 -1.486
N2 0.564 1.619 -0.338
N3 0.448 2.616 -1.116
C17 1.733 3.196 -1.388
N4 1.478 4.438 -1.930
C18 2.428 5.362 -2.342
C19 2.034 6.686 -2.648
C20 2.989 7.626 -3.040
C21 4.341 7.258 -3.149
C22 4.731 5.943 -2.865
C23 3.784 5.000 -2.457
O4 2.817 2.663 -1.201
O5 1.075 1.353 2.095
H11 0.538 0.053 6.439
H12 -1.074 0.204 5.741
H13 -0.161 -1.309 5.541
H14 0.479 1.442 4.336
H15 1.612 0.069 4.259
H16 -0.875 -1.087 0.879
H17 -2.143 -0.131 -1.136
H18 -1.327 1.133 -2.103
H19 -0.704 -0.551 -2.088
H20 0.489 4.667 -1.912
H21 0.979 6.957 -2.560
H22 2.676 8.647 -3.263
H23 5.085 7.995 -3.457
H24 5.772 5.633 -2.952
H25 4.078 3.985 -2.208

---

Formula: C11H16BN8O2Os
Source: OMol25
Level of theory: the ωB97M-V functional and the def2-TZVPD basis

Computed properties:
<S²> ... 6.03
ΔE to the lowest compared entry with this formula, charge and spin ... 21.1 kJ/mol
Orbital gap (spin up / spin down) ... 0.28481 / 0.18064 Ha
Spin multiplicity ... 5
Net charge ... +3

Cartesian coordinates (Å):
Os1 0.815 0.665 -0.235
C1 -1.174 -1.948 -3.070
C2 0.049 -1.535 -2.445
N1 -0.207 -0.537 -1.655
N2 -1.628 -0.238 -1.752
C3 -2.201 -1.047 -2.556
B1 -2.199 1.061 -1.053
N3 -2.034 0.911 0.472
C4 -2.950 1.002 1.433
C5 -2.306 1.054 2.667
C6 -0.940 1.017 2.368
N4 -0.764 0.914 1.050
N5 -1.306 2.244 -1.522
C7 -1.540 3.376 -2.174
C8 -0.359 4.109 -2.322
C9 0.611 3.359 -1.729
N6 0.041 2.206 -1.232
H1 -1.314 -2.753 -3.795
H2 1.055 -1.928 -2.561
H3 -3.271 -0.989 -2.771
H4 -3.353 1.212 -1.357
H5 -4.010 1.049 1.195
H6 -2.769 1.145 3.643
H7 -0.090 1.064 3.040
H8 -2.549 3.616 -2.497
H9 -0.244 5.073 -2.800
H10 1.666 3.562 -1.613
C10 4.588 -2.436 2.352
O1 3.880 -1.380 1.553
C11 2.631 -1.448 1.364
O2 2.178 -0.439 0.672
N7 1.937 -2.428 1.864
N8 0.562 -2.522 1.663
H11 5.612 -2.137 2.354
H12 4.468 -3.391 1.850
H13 4.187 -2.435 3.360
H14 2.411 -3.114 2.408
H15 0.128 -2.511 2.567
H16 0.394 -3.426 1.266

---

Formula: C2H5NS2
Source: OMol25
Level of theory: the ωB97M-V functional and the def2-TZVPD basis

Computed properties:
ΔE to the lowest compared entry with this formula, charge and spin ... 272.1 kJ/mol
SMILES ... CS/C=N\S
Orbital gap ... 0.33626 Ha

Cartesian coordinates (Å):
C1 -0.015 1.763 0.105
S1 0.882 0.751 1.111
C2 0.290 -0.998 0.892
N1 -0.106 -1.789 -0.076
S2 -0.548 -1.202 -1.663
H1 0.168 2.629 0.583
H2 0.650 1.644 -0.884
H3 -1.005 1.407 0.039
H4 0.270 -1.667 1.900
H5 -0.587 -2.537 -2.008

---

Formula: C4H7NO2
Source: OMol25
Level of theory: the ωB97M-V functional and the def2-TZVPD basis

Computed properties:
ΔE to the lowest compared entry with this formula, charge and spin ... 319.5 kJ/mol
SMILES ... CC(=O)CCN=O
Orbital gap ... 0.33628 Ha

Cartesian coordinates (Å):
C1 1.910 0.797 0.701
C2 0.986 0.098 -0.264
O1 1.381 -0.371 -1.304
C3 -0.492 0.200 0.125
C4 -1.126 -1.039 -0.470
N1 -2.615 -0.912 -0.593
O2 -3.143 0.168 -0.519
H1 1.551 1.802 0.914
H2 1.946 0.237 1.635
H3 2.915 0.856 0.291
H4 -0.617 0.248 1.206
H5 -0.916 1.097 -0.338
H6 -0.796 -1.229 -1.499
H7 -0.982 -1.951 0.114